100
Properties=species:S:1:pos:R:3 method="wB97M-V/def2-TZVPD" total_energy_ev=-61345.33045 lumo_energy_ev=0.5 charge=0 gap_ev=7.35 relative_energy_ev=34.2909 homo_ev=-6.860
C 0.9317 -3.4738 -0.3932
C 1.0942 -2.9049 1.0072
C 2.1952 -3.6612 1.5969
O 2.2714 -4.9388 0.8928
C 1.4165 -4.9523 -0.1864
H 1.5835 -2.9497 -1.0922
H -0.0775 -3.4179 -0.8012
H 0.1940 -3.1616 1.5658
H 1.1214 -1.8153 1.0032
H 2.0540 -3.7791 2.6713
H 3.1393 -3.1339 1.4601
H 0.5501 -5.5469 0.1031
H 1.9448 -5.3671 -1.0448
C -0.6981 1.2483 -0.0169
C -0.4747 0.7186 1.3504
C 0.7801 -0.0590 1.2603
O 0.9829 -0.3983 -0.0702
C 0.0835 0.3122 -0.9219
H -0.4345 2.3003 -0.1260
H -1.7706 1.3074 -0.2028
H -1.2867 0.0226 1.5611
H -0.3903 1.4153 2.1845
H 0.7196 -0.9143 1.9332
H 1.6309 0.5929 1.4583
H -0.6120 -0.2986 -1.4975
H 0.7371 0.8704 -1.5922
C -2.2983 -0.4241 2.7953
C -1.8974 0.6751 3.7698
C -1.1197 -0.1099 4.8455
O -0.4162 -1.0855 4.0717
C -1.2775 -1.5646 3.0470
H -2.3182 -0.1231 1.7479
H -3.3082 -0.7960 2.9684
H -2.7425 1.1133 4.3007
H -1.2647 1.4398 3.3193
H -1.7296 -0.7674 5.4651
H -0.4726 0.5235 5.4522
H -1.8732 -2.4129 3.3840
H -0.7070 -1.8133 2.1522
C 1.7656 1.6036 -2.2449
C 1.7897 2.9515 -1.5647
C 2.6961 3.7797 -2.5012
O 3.6571 2.8145 -2.9180
C 2.9420 1.5748 -3.1586
H 0.8623 1.5655 -2.8538
H 1.7961 0.7732 -1.5395
H 2.3751 3.0130 -0.6473
H 0.8189 3.3545 -1.2760
H 3.1450 4.5813 -1.9146
H 2.2331 4.2317 -3.3783
H 3.5075 0.6831 -2.8882
H 2.6637 1.4303 -4.2025
F -1.6857 2.8958 1.6856
C -1.4140 3.6010 0.4956
C -2.4656 3.8318 -0.4161
C -2.1639 4.5102 -1.6120
C -0.8921 4.8909 -1.8889
C 0.1168 4.6578 -0.9960
C -0.1276 4.0217 0.1916
H -3.4801 3.5286 -0.2035
H -2.9559 4.7257 -2.3139
H -0.7127 5.4285 -2.8082
H 1.1300 4.9782 -1.1887
H 0.6106 3.7440 0.9294
F -4.6114 1.9213 -3.3724
C -4.2027 0.8749 -2.7221
C -3.5395 1.0944 -1.5123
C -3.0495 -0.0080 -0.8040
C -3.1988 -1.3098 -1.3499
C -3.9027 -1.4934 -2.5670
C -4.4013 -0.4045 -3.2313
H -3.4670 2.1266 -1.2031
H -2.6776 0.1334 0.2001
H -2.8655 -2.1662 -0.7824
H -4.0327 -2.5018 -2.9311
H -4.8963 -0.4951 -4.1869
F 3.3311 0.0666 1.7745
C 2.8152 -0.8846 2.6004
C 3.7283 -1.8691 3.0970
C 3.2400 -2.8873 3.9076
C 1.8964 -3.0250 4.1635
C 1.0472 -2.0233 3.7647
C 1.4709 -1.0088 2.8914
H 4.7600 -1.7820 2.7899
H 3.8489 -3.7002 4.2747
H 1.6015 -3.8163 4.8367
H 0.0383 -2.0640 4.1480
H 0.7812 -0.2116 2.6566
F -1.5607 -1.9701 -1.4743
C -0.6507 -1.4386 -2.3399
C -0.9842 -0.2971 -3.0637
C 0.0122 0.2549 -3.8461
C 1.3270 -0.2798 -3.8498
C 1.6200 -1.4645 -3.1392
C 0.6105 -2.0337 -2.3307
H -1.9360 0.1951 -2.9289
H -0.0219 1.1737 -4.4127
H 2.1109 0.2698 -4.3496
H 2.5751 -1.9518 -3.2682
H 0.7109 -2.8650 -1.6486